# C19H46Cl3O12P3

A cluster of 4 separate species, C19H46Cl3O12P3 in total (ωB97M-V with the def2-TZVPD basis set, the OMol25 dataset).

Structure (XYZ):
```
83
Properties=species:S:1:pos:R:3:forces:R:3:mulliken_charge:R:1
C 1.59848 0.91360 -8.25367 1.901 -0.056 -0.206 -1.1126
C 1.37909 0.71583 -6.74891 0.184 0.780 -0.067 -0.2075
O 1.30682 2.07983 -6.18357 -0.289 -0.850 -0.027 -0.2671
P 0.49117 2.36971 -4.85545 0.092 -1.025 1.134 0.7870
O 0.97942 1.69340 -3.60326 -0.913 0.940 -1.883 -0.6934
O 0.60465 3.93812 -4.90733 -0.396 0.352 0.983 -0.3145
C 0.08259 4.65386 -3.72115 0.780 0.970 -1.353 0.6718
C 0.71745 6.05777 -3.78925 -0.101 -0.724 -0.035 -1.3984
O -1.07568 2.06999 -5.10253 0.565 0.185 -1.366 -0.2782
C -1.80921 2.61402 -6.31301 -0.671 -0.307 1.840 -0.1514
C -2.91371 3.48914 -5.71381 0.803 0.085 -0.789 -1.1337
H 0.99710 1.67773 -8.74345 -0.189 0.090 0.476 0.2970
H 2.69016 1.16046 -8.46215 -1.311 0.015 0.439 0.2739
H 1.46156 0.00698 -8.82706 -0.290 -0.494 0.127 0.3823
H 0.43879 0.19791 -6.50896 0.315 0.052 -0.142 0.3240
H 2.24338 0.19289 -6.27244 -0.792 0.372 -0.352 0.2727
H -1.01166 4.71817 -3.78862 0.325 -0.108 -0.043 0.1163
H 0.35308 4.12031 -2.80986 0.101 0.078 -0.113 -0.3350
H 1.80620 6.05379 -3.66846 -0.323 -0.161 0.622 0.3119
H 0.58908 6.61827 -4.70409 -0.490 -0.467 -0.722 0.3842
H 0.16629 6.64154 -3.08338 0.244 0.576 0.997 0.4208
H -1.18340 3.22315 -6.96388 0.316 -0.425 0.040 0.3079
H -2.26439 1.73538 -6.79586 0.581 0.333 -0.050 0.3191
H -3.49092 3.99434 -6.48477 -0.423 -0.468 -0.184 0.3955
H -3.49711 2.94240 -4.99420 -0.425 -0.176 0.047 0.2972
H -2.44088 4.31288 -5.22530 0.380 0.489 0.640 0.2145
C 1.30037 3.73237 4.01970 -0.262 -0.463 -0.501 -1.0288
C 0.18242 3.16206 4.87666 0.225 -0.859 -0.571 -0.1887
O 0.46359 1.72672 5.09983 -0.176 0.503 0.270 -0.3900
P -0.35913 0.48014 4.56120 -0.942 1.874 0.044 0.4099
O -1.16406 0.75742 3.33943 0.800 -0.654 1.292 -0.6822
O -1.17546 -0.00426 5.88424 1.496 2.548 -0.315 -0.4280
C -1.95610 -1.10896 5.62936 -1.314 -1.915 -1.297 0.1434
C -3.40764 -0.70956 5.23210 -0.348 -0.942 0.655 -1.2031
O 0.71664 -0.63285 4.41441 0.700 0.161 -0.581 0.4706
C 1.51328 -1.15994 5.48787 1.210 -1.093 -1.843 -0.3820
C 2.21784 -2.38171 4.89730 -0.743 -1.547 1.253 -0.9119
H 2.26531 3.52131 4.40831 0.854 -0.066 0.985 0.3297
H 1.38077 3.26022 3.03886 -0.664 -0.002 -0.110 0.1373
H 1.22887 4.79976 3.87476 -0.250 0.351 0.047 0.4051
H 0.08390 3.65449 5.84290 0.276 -0.251 0.118 0.2961
H -0.77290 3.25443 4.37691 -0.223 -0.099 -0.211 0.2866
H -1.44875 -1.60772 4.74416 -0.983 -0.521 1.167 0.1013
H -1.95034 -1.74923 6.56938 -0.064 0.573 -1.341 0.3383
H -4.00433 -1.65895 5.15599 0.341 0.850 0.407 0.3939
H -3.80541 -0.03792 6.02542 0.032 -0.584 -0.468 0.3264
H -3.56772 -0.22157 4.26177 0.758 0.021 0.258 0.1714
H 2.30462 -0.52539 5.85643 -0.121 0.999 -0.171 0.1970
H 0.86869 -1.37995 6.27642 -1.021 -0.613 1.387 0.4379
H 2.68382 -2.96461 5.73156 -0.196 0.524 -0.518 0.4309
H 1.52401 -3.10392 4.40576 0.334 0.786 0.284 0.1279
H 3.00098 -2.12903 4.20788 0.251 0.331 -0.368 0.1786
C 2.77430 -1.69391 0.88867 0.800 -1.309 0.439 -0.7967
C 2.28594 -3.09569 0.74741 -0.456 -1.959 0.061 -0.3634
O 1.41460 -3.52900 1.85690 1.338 1.175 0.268 -0.2688
P -0.04354 -4.00894 1.69267 -2.070 1.588 -1.272 0.9451
O -0.83008 -4.16316 2.89468 0.000 -0.509 1.943 -0.8230
O 0.12818 -5.21934 0.75955 0.576 -2.038 -0.494 -0.1514
C -0.94004 -6.18909 0.59594 1.556 -0.574 -0.423 -0.1612
C -0.49416 -7.07538 -0.57427 -0.595 -0.930 0.224 -1.2443
O -0.90682 -3.08146 0.68958 0.950 0.346 0.256 -0.3802
C -1.52686 -1.84505 1.17386 0.819 -1.072 0.461 0.6057
C -2.99648 -2.04436 1.24593 -0.981 0.258 -0.991 -1.4353
H 3.36074 -1.49939 0.01016 0.496 0.232 -0.374 0.4497
H 1.98018 -1.00616 0.89283 -1.051 0.933 0.271 0.0888
H 3.39872 -1.62287 1.78043 -0.070 0.323 -0.061 0.2217
H 1.68419 -3.25867 -0.12918 -0.164 0.338 -0.670 0.4130
H 3.08353 -3.87566 0.67172 -0.376 0.807 0.362 0.2599
H -1.09027 -6.74541 1.54798 0.043 0.462 -0.709 0.2723
H -1.76798 -5.60150 0.30713 -1.422 0.263 -0.022 0.3014
H 0.52652 -7.42805 -0.44671 0.210 0.343 0.050 0.3135
H -1.06893 -8.01750 -0.62011 -0.135 0.453 0.158 0.3732
H -0.61492 -6.60911 -1.55698 0.170 0.211 0.325 0.2956
H -1.16235 -1.57942 2.17140 0.195 -0.067 -0.193 -0.1364
H -1.17747 -1.12500 0.47849 -0.041 0.958 -0.593 0.2730
H -3.40334 -2.50229 0.31719 0.362 0.418 0.358 0.3326
H -3.18096 -2.77139 2.02677 -0.372 0.179 0.428 0.3058
H -3.49712 -1.05628 1.38097 0.205 -0.856 0.268 0.3452
Cl 1.65011 4.00744 -0.22908 -0.089 -0.188 -0.062 -0.1710
C 1.52161 2.26579 -0.63346 -0.013 0.307 0.954 1.1502
Cl 0.22340 1.51324 0.30481 0.161 0.113 0.008 -0.0379
Cl 3.07285 1.48731 -0.26946 -0.249 0.139 -0.331 -0.1706
H 1.25485 2.20546 -1.67005 0.252 -0.311 -0.526 -0.6588
```
Positions in Å, forces in eV/Å.

LUMO energy = 0.7 eV
SMILES = CCOP(=O)(OCC)OCC.CCOP(=O)(OCC)OCC.CCOP(=O)(OCC)OCC.ClC(Cl)Cl
frontier orbital gap = 0.387 hartree
E_HOMO = -9.8500 eV
net charge = 0

=====

# C19H46FN13O11S2

A cluster of 7 separate species, C19H46FN13O11S2 in total (ωB97M-V with the def2-TZVPD basis set, the OMol25 dataset).

Structure (XYZ):
```
92
Properties=species:S:1:pos:R:3:forces:R:3:mulliken_charge:R:1
C 3.27955 0.26591 4.34656 0.208 -0.093 -0.056 -1.3438
C 3.65803 0.18077 3.07396 -0.242 0.124 0.257 -0.5226
C 2.79791 0.17559 1.81033 0.563 -0.682 0.491 1.4028
S 3.69880 1.26609 0.62517 -0.015 0.072 -0.157 -0.3150
C 2.91694 -1.22155 1.14648 -0.267 0.528 -0.285 -1.4344
S 2.12116 -2.49282 2.09767 0.664 -0.548 -0.051 1.4417
O 1.24819 -3.27102 1.26749 -0.224 0.324 -0.071 -0.8255
O 3.11685 -3.17347 2.86059 -0.234 -0.071 0.210 -0.8483
O 1.28518 -1.65836 3.13955 0.053 0.096 -0.103 -0.5506
C 0.46526 -0.62828 2.53846 -0.039 0.178 0.113 -0.6828
C -0.58623 -0.29410 3.58707 -0.282 -0.533 0.145 -1.6989
O -0.00496 -0.16426 4.87535 0.102 0.200 -0.108 -0.0922
O -0.96878 -0.63217 5.81728 -0.112 -0.002 0.111 -0.4895
C 1.29684 0.59060 1.97748 -1.312 0.090 -0.732 2.4228
C 0.65174 0.86617 0.58378 0.040 -0.004 0.257 -1.2615
C -0.77849 1.42852 0.64246 0.037 0.122 -0.705 -1.0219
C -1.89757 0.45413 0.32531 -0.218 0.497 0.519 -0.6301
F -1.66154 -0.14794 -0.91092 -0.039 -0.005 0.091 -0.2277
N 1.11339 1.66118 2.93488 1.680 -0.398 0.855 -0.1612
C 1.60686 2.83229 2.93751 -0.519 0.091 -0.425 1.2530
C 1.83590 3.75182 1.75470 -0.090 0.049 0.031 -1.2786
C 1.86944 3.47631 4.27203 -0.831 0.364 -0.073 -1.7090
H 2.31017 -0.01947 4.72788 -0.293 0.728 -0.210 0.2137
H 4.00149 0.62518 5.07368 0.217 -0.734 0.110 0.3559
H 4.72329 0.11400 2.86867 -0.001 0.539 -0.140 0.5568
H 4.48672 1.87860 1.51579 -0.046 -0.037 0.069 0.2076
H 3.96409 -1.51419 1.06957 0.044 -0.084 0.019 0.4795
H 2.50225 -1.19470 0.13828 -0.069 -0.245 0.053 0.4382
H -0.07209 -1.10829 1.71736 0.050 0.047 -0.047 0.7438
H -1.17169 0.58685 3.32133 0.179 0.121 -0.040 0.4147
H -1.27218 -1.14466 3.63045 0.024 0.004 -0.013 0.5598
H -0.57463 -1.46826 6.10613 0.051 0.018 -0.058 0.3270
H 0.64463 -0.06658 0.01432 -0.002 0.068 -0.104 -0.1671
H 1.25832 1.56835 0.02044 0.076 -0.063 0.016 0.6154
H -0.98694 1.95157 1.57655 0.001 -0.104 0.075 0.4297
H -0.84339 2.18967 -0.14207 0.000 0.057 0.077 0.5419
H -2.04360 -0.32349 1.07817 0.139 -0.178 -0.185 0.2564
H -2.83479 1.00932 0.24816 -0.038 -0.089 -0.055 0.3903
H 1.41213 4.72391 2.02079 0.044 0.007 0.035 0.4860
H 2.88659 3.91492 1.52418 0.009 -0.039 0.007 0.2646
H 1.31054 3.40960 0.86793 0.203 -0.060 -0.060 0.0934
H 2.91105 3.79799 4.31797 0.066 -0.144 0.071 0.3542
H 1.59902 2.80544 5.08225 0.246 -0.107 0.004 0.2753
H 1.26213 4.38272 4.37348 0.103 0.026 0.004 0.4655
N 8.11499 -2.60712 2.06407 -0.019 0.027 -0.048 -0.4178
C 6.77953 -2.87970 1.90448 0.053 0.072 0.190 0.6873
N 6.08210 -3.09284 3.05608 0.013 0.001 -0.070 -0.2985
O 6.25461 -2.91086 0.80451 -0.094 0.091 -0.089 -0.6334
H 8.57058 -2.57580 2.95542 -0.011 -0.043 0.007 0.1490
H 8.65003 -2.44303 1.23256 -0.006 -0.012 -0.007 0.2308
H 5.10108 -3.30525 2.96895 -0.023 0.036 0.064 0.2704
H 6.49465 -3.03675 3.96722 0.030 -0.025 -0.014 0.1570
N -0.14531 -2.08821 -2.28071 0.074 -0.171 -0.242 -0.2342
C -0.80318 -3.28404 -2.23148 -0.062 0.046 0.177 0.6124
N -0.57701 -4.02112 -1.10052 0.110 0.071 -0.079 -0.3248
O -1.54111 -3.66383 -3.12659 0.007 -0.053 -0.064 -0.7109
H 0.46292 -1.76437 -1.55551 0.006 -0.031 0.063 0.0810
H -0.28849 -1.51410 -3.09030 0.007 0.004 0.014 0.0771
H -1.06063 -4.89553 -1.01376 -0.122 0.080 0.087 0.2725
H 0.02102 -3.70899 -0.35272 0.027 -0.107 0.036 0.2463
N -1.51290 1.21517 -3.66214 -0.127 0.131 0.024 -0.2848
C -0.52460 2.11280 -3.96241 -0.004 -0.122 -0.028 0.7324
N -0.44583 2.47643 -5.28092 -0.083 0.174 0.025 -0.4476
O 0.22601 2.56099 -3.11442 -0.001 0.033 0.030 -0.6204
H -2.14285 0.82804 -4.34081 0.079 -0.069 -0.035 0.2269
H -1.59398 0.92807 -2.70170 -0.009 -0.139 0.061 0.0354
H 0.27520 3.12621 -5.53385 0.032 -0.040 -0.003 0.2361
H -1.04565 2.10781 -5.99463 0.039 -0.068 0.001 0.1652
N -3.81673 5.44567 -4.55806 -0.017 0.028 -0.037 -0.3747
C -4.71302 4.67341 -3.87662 0.067 -0.153 0.025 0.5629
N -4.28161 3.42214 -3.54916 0.020 -0.046 -0.007 -0.2570
O -5.82810 5.07590 -3.58135 -0.075 0.052 0.083 -0.6849
H -2.89631 5.13384 -4.80366 0.005 -0.016 0.034 0.1433
H -4.10701 6.37100 -4.81180 -0.005 -0.002 0.010 0.2060
H -4.91901 2.82677 -3.05011 -0.027 -0.005 -0.026 0.1460
H -3.36935 3.07242 -3.78009 0.026 0.012 0.077 0.2368
N -10.01189 2.76922 -1.26754 -0.018 -0.032 0.018 -0.3942
C -8.71459 2.81457 -1.70999 0.022 0.059 -0.007 0.6427
N -8.24010 4.04823 -2.02735 0.072 -0.105 0.107 -0.2698
O -8.03263 1.80542 -1.80949 0.023 -0.026 0.010 -0.6533
H -10.59283 3.57997 -1.17750 0.014 0.011 -0.014 0.1579
H -10.38312 1.86962 -1.02866 0.011 -0.004 -0.007 0.2264
H -7.29439 4.10867 -2.36912 0.012 0.225 -0.199 0.1545
H -8.77755 4.89004 -1.95225 -0.043 -0.026 -0.015 0.1562
N 0.31146 -6.49531 -3.01036 -0.044 -0.100 0.067 -0.2602
C 1.43660 -7.26359 -3.09717 -0.076 0.005 -0.034 0.5401
N 1.36691 -8.29658 -3.99904 0.013 -0.032 -0.006 -0.3866
O 2.43233 -7.05593 -2.42943 0.033 -0.009 0.019 -0.6359
H -0.51234 -6.65446 -3.55871 0.026 0.075 -0.057 0.1845
H 0.31739 -5.72236 -2.36898 0.119 0.046 -0.092 0.2357
H 2.17698 -8.87969 -4.08775 0.005 0.010 0.007 0.2307
H 0.56017 -8.48682 -4.56117 -0.005 0.020 0.003 0.1562
```
Positions in Å, forces in eV/Å.

LUMO energy = 0.3 eV
SMILES = C=C[C@@]1(S)CS(=O)(=O)O[C@@H](COO)[C@@]1(CCCF)N=C(C)C.NC(N)=O.NC(N)=O.NC(N)=O.NC(N)=O.NC(N)=O.NC(N)=O
frontier orbital gap = 0.336 hartree
E_HOMO = -8.8812 eV
net charge = 0

=====

# C19H46FN2O7PS

A structure of composition C19H46FN2O7PS (ωB97M-V with the def2-TZVPD basis set, the OMol25 dataset).

Structure (XYZ):
```
77
Properties=species:S:1:pos:R:3:forces:R:3:mulliken_charge:R:1
C 3.01590 0.73183 5.50057 -0.863 0.019 -0.249 -1.8846
C 1.63437 0.33812 4.92289 0.852 0.052 -1.005 0.9930
C 1.29010 1.20317 3.67492 0.361 0.020 0.948 -1.3464
C 1.68322 -1.16353 4.50760 -0.029 0.312 1.288 -1.5976
C 0.73805 -2.11492 5.27415 -0.518 -1.582 -1.661 0.9450
C 0.49835 -3.36333 4.34739 0.100 0.071 0.200 -1.4990
C -0.63237 -1.51239 5.55802 0.728 1.180 0.987 -0.8482
O -1.55813 -2.51173 6.00955 0.696 -0.324 -0.058 -0.2843
O -2.85586 -2.21590 5.54599 -1.638 1.288 -1.027 -0.1588
P -3.47130 -0.90542 6.28650 0.210 -1.522 2.778 0.9777
O -2.95517 -0.79274 7.62445 0.875 0.762 0.727 -0.6351
O -5.05294 -1.07792 6.33756 0.923 0.791 -1.732 -0.4368
O -3.07346 0.53366 5.49042 -0.684 -0.311 -1.371 -0.1481
S -3.53834 0.62054 3.96867 -0.853 -0.780 -1.850 1.3223
O -4.93947 0.53887 3.84492 -1.078 0.795 1.163 -0.6618
O -2.85583 -0.28340 3.13835 1.702 -0.257 0.138 -0.3546
F -3.12297 2.04388 3.54054 0.332 -0.061 1.084 -0.2172
H 3.22518 0.06936 6.34463 0.248 0.225 -0.005 0.4220
H 3.78878 0.62413 4.73351 0.003 -0.011 0.145 0.3819
H 2.97086 1.77561 5.82494 0.259 -0.136 0.116 0.4637
H 0.90542 0.56593 5.70421 -0.064 -0.304 -0.100 0.2408
H 0.20702 1.34195 3.61795 0.127 0.056 -0.324 0.0921
H 1.67533 0.74676 2.76106 -0.151 0.035 0.032 0.3646
H 1.79063 2.17070 3.79049 -0.360 0.076 -0.157 0.4361
H 1.56550 -1.29558 3.42964 -0.354 0.185 0.122 0.4651
H 2.70162 -1.51242 4.72142 -0.138 -0.094 -0.136 0.4471
H 1.19670 -2.51456 6.18086 -0.057 0.504 0.156 0.4999
H 0.62138 -4.29431 4.90484 -0.148 0.031 -0.128 0.3123
H -0.51052 -3.34385 3.92507 0.094 -0.063 0.087 0.3295
H 1.18429 -3.38231 3.49666 0.101 -0.004 0.213 0.4349
H -0.54037 -0.80288 6.39334 -0.142 0.022 -0.185 0.3973
H -1.00809 -0.95099 4.69684 -0.038 -0.521 -0.155 0.2450
H -5.43683 -0.21737 6.07969 -0.477 -0.455 -0.065 0.3694
C -0.08882 1.52032 -0.12280 -0.043 0.051 0.054 -1.5287
C -0.85498 1.32811 -1.42429 0.040 0.093 0.149 0.0134
N -1.48036 0.02434 -1.53405 0.000 -0.271 -0.167 0.1671
C -1.95677 -0.27707 -2.87372 0.076 0.025 -0.201 -0.1318
C -3.07997 0.59390 -3.44694 -0.084 -0.086 -0.107 -1.1498
C -2.37561 -0.34058 -0.44909 0.052 0.037 0.393 -0.7650
C -3.56214 0.58342 -0.15383 -0.167 -0.067 0.059 -0.8454
H 0.64067 0.72192 0.02355 -0.054 -0.043 -0.005 0.3314
H 0.45010 2.46894 -0.14818 -0.018 0.001 -0.011 0.5140
H -0.75303 1.54747 0.74312 0.027 -0.030 0.008 0.2245
H -0.13953 1.43621 -2.24482 -0.125 -0.096 -0.112 0.2002
H -1.58058 2.14907 -1.53393 0.045 0.069 0.001 0.2442
H -2.26700 -1.32498 -2.91626 -0.020 0.005 0.172 0.3738
H -1.09955 -0.21132 -3.54976 0.055 0.077 0.099 -0.1743
H -4.04403 0.36284 -2.99578 0.004 0.070 0.040 0.3564
H -3.17860 0.40416 -4.51863 0.021 0.000 0.007 0.4610
H -2.88244 1.65932 -3.32250 0.009 -0.009 0.029 0.2439
H -1.78188 -0.42612 0.46529 0.038 0.067 -0.033 0.3264
H -2.74967 -1.35292 -0.62140 0.047 0.026 -0.199 0.3172
H -3.27939 1.63782 -0.13763 0.042 -0.016 -0.034 0.1949
H -3.97323 0.34228 0.82915 0.018 -0.022 -0.047 0.2698
H -4.36902 0.45389 -0.87388 0.021 0.107 -0.037 0.3086
C 2.73340 2.17994 -7.64508 -0.072 -0.006 -0.028 -1.3932
C 3.25783 0.92043 -6.97056 -0.092 0.072 -0.151 -0.3668
N 2.96210 0.86230 -5.55161 0.127 -0.029 0.290 0.1556
C 3.70082 -0.17390 -4.84899 0.249 -0.065 0.024 -0.6618
C 3.42481 -1.63390 -5.22404 0.001 -0.090 0.120 -0.9833
C 1.56118 0.98852 -5.18987 -0.271 0.240 -0.130 -0.6467
C 0.57066 -0.01901 -5.78494 -0.104 -0.056 0.082 -0.8760
H 3.09050 3.07527 -7.13416 -0.025 -0.027 0.051 0.3301
H 3.08388 2.21866 -8.67757 -0.004 -0.024 0.007 0.4328
H 1.64292 2.20637 -7.67176 0.011 0.027 0.007 0.2776
H 4.34421 0.91061 -7.09489 0.010 -0.119 0.159 0.4721
H 2.87444 0.04178 -7.51200 0.025 0.007 -0.071 0.2697
H 3.54808 -0.05073 -3.77308 -0.140 0.072 -0.033 0.3325
H 4.76754 0.01912 -5.00482 -0.037 0.060 -0.108 0.4065
H 2.46774 -1.97932 -4.83506 -0.028 0.003 -0.073 0.2166
H 4.19399 -2.27484 -4.78738 0.008 0.022 -0.007 0.4008
H 3.44196 -1.79464 -6.30254 -0.016 0.028 0.000 0.2694
H 1.22780 1.99218 -5.46953 0.071 -0.010 -0.074 0.3234
H 1.47310 0.97050 -4.10002 0.184 -0.102 0.008 0.1924
H 0.72282 -0.17417 -6.85423 0.048 0.023 0.011 0.3486
H -0.44917 0.35011 -5.65433 0.017 0.026 -0.027 0.2203
H 0.62416 -0.98526 -5.28480 0.031 -0.042 -0.092 0.2606
```
Positions in Å, forces in eV/Å.

LUMO energy = 0.1 eV
frontier orbital gap = 0.300 hartree
E_HOMO = -8.1131 eV
net charge = 0